(1)
The following is a quantum chemistry calculation of a structure of composition C43H36N2O5P2S3Sc, from the OMol25 dataset.

Geometry (Å):
Sc (0.76425, -1.02986, -0.23971)
O (-1.61519, 0.71871, 1.99854)
S (-0.29097, 0.92765, 1.37605)
C (-0.44847, 2.49114, 0.50852)
C (-1.53261, 3.29366, 0.84730)
C (-1.68783, 4.51396, 0.21475)
C (-0.77571, 4.92215, -0.75140)
C (0.27476, 4.09484, -1.10727)
C (0.45098, 2.86175, -0.48235)
P (1.73643, 1.69523, -1.03025)
C (1.77581, 2.01226, -2.81935)
C (0.79022, 1.40299, -3.59540)
C (0.71776, 1.65710, -4.95561)
C (1.62224, 2.52261, -5.55304)
C (2.59035, 3.15006, -4.78395)
C (2.66609, 2.90267, -3.42184)
C (3.26233, 2.42132, -0.34473)
C (4.50534, 2.17058, -0.93291)
C (5.66985, 2.63210, -0.34361)
C (5.61245, 3.34259, 0.84982)
C (4.38562, 3.59367, 1.44256)
C (3.21680, 3.13913, 0.84816)
C (0.89763, 1.34592, 2.66250)
C (0.50887, 2.48875, 3.35933)
C (1.28290, 3.02698, 4.36754)
C (2.47338, 2.39586, 4.67638)
C (2.84116, 1.24073, 4.00951)
C (2.08796, 0.65482, 2.97666)
P (2.60059, -1.14182, 2.70468)
C (4.36690, -1.14053, 3.18330)
C (5.32584, -0.22161, 2.74396)
C (6.65333, -0.37997, 3.08762)
C (7.04801, -1.46350, 3.86869)
C (6.10786, -2.37420, 4.31093)
C (4.76844, -2.21036, 3.97365)
C (2.93278, -1.59367, 0.92352)
C (2.58374, -2.91280, 0.56466)
C (3.01539, -3.46401, -0.63632)
C (3.82065, -2.72354, -1.48961)
C (4.19538, -1.43214, -1.14535)
C (3.75764, -0.87513, 0.04695)
H (-2.24673, 2.94412, 1.58035)
H (-2.52890, 5.14591, 0.46681)
H (-0.89840, 5.87605, -1.24617)
H (0.95252, 4.39361, -1.89691)
H (0.06766, 0.74061, -3.14580)
H (-0.04697, 1.16780, -5.54387)
H (1.56816, 2.71049, -6.61721)
H (3.28763, 3.84150, -5.23841)
H (3.41240, 3.41993, -2.83551)
H (4.56393, 1.61700, -1.86251)
H (6.62446, 2.44203, -0.81675)
H (6.52239, 3.70567, 1.30931)
H (4.33208, 4.15282, 2.36753)
H (2.26682, 3.35457, 1.32187)
H (-0.42889, 2.96466, 3.10512)
H (0.95857, 3.91146, 4.89762)
H (3.11502, 2.78297, 5.45708)
H (3.74730, 0.75922, 4.33669)
H (5.03068, 0.64175, 2.15771)
H (7.38707, 0.34138, 2.75187)
H (8.08926, -1.58528, 4.13607)
H (6.40771, -3.21365, 4.92383)
H (4.03686, -2.92340, 4.33445)
H (1.96211, -3.49207, 1.23236)
H (2.71170, -4.46696, -0.90214)
H (4.15041, -3.15398, -2.42529)
H (4.83339, -0.85583, -1.80216)
H (4.08075, 0.11587, 0.32043)
O (-0.89685, -0.60791, -1.36872)
S (-0.34488, -1.74707, -2.26779)
O (-0.98971, -1.84644, -3.52580)
O (-0.35080, -2.90265, -1.35259)
O (1.12441, -1.34495, -2.28705)
N (-2.84599, -1.65114, 0.98541)
C (-1.95935, -2.61880, 1.09663)
S (-0.42410, -2.31553, 1.84005)
N (-2.22809, -3.85463, 0.70394)
C (-3.39087, -4.27280, -0.00245)
C (-3.78711, -3.60614, -1.15258)
C (-4.91131, -4.04878, -1.83498)
C (-5.61654, -5.15657, -1.38770)
C (-5.20033, -5.82733, -0.24686)
C (-4.09086, -5.38354, 0.45413)
H (-2.59721, -0.72889, 1.33107)
H (-3.75314, -1.82910, 0.58032)
H (-1.49181, -4.52283, 0.84672)
H (-3.21410, -2.77147, -1.53636)
H (-5.21683, -3.53149, -2.73457)
H (-6.48595, -5.50009, -1.93157)
H (-5.74118, -6.69548, 0.10498)
H (-3.76722, -5.88851, 1.35548)

For the relative energy (zero: lowest compared OMol25 entry of this formula, charge and spin), the calculation gives 0.0 kcal per mole. The spin multiplicity is 1. As for the charge: +1. The value obtained for the HOMO energy is -11.2 eV. The LUMO energy comes out at -3.18 eV. As for the frontier orbital gap: 8.02 eV.

(2)
The following is a quantum chemistry calculation of a cluster of 3 separate species, C4H16NO2 in total at a distorted geometry, from the OMol25 dataset.

Geometry (Å):
C (0.58029, -1.16357, 1.28538)
C (0.56592, 0.28404, 0.85820)
C (1.66879, 0.77481, -0.04600)
C (1.45786, 2.19037, -0.59865)
N (-0.75503, 0.41606, 0.04580)
H (1.58203, -1.60897, 1.31663)
H (0.07117, -1.79036, 0.57186)
H (0.15848, -1.27186, 2.28103)
H (0.36378, 0.97732, 1.67346)
H (2.56444, 0.80272, 0.58147)
H (1.90281, 0.02274, -0.80848)
H (2.40327, 2.72828, -0.60215)
H (0.96758, 2.28516, -1.56804)
H (0.88075, 2.74170, 0.15390)
H (-0.93264, 1.42616, -0.05980)
H (-0.72406, -0.00182, -0.90002)
H (-1.53427, 0.03579, 0.58561)
H (-0.37712, -0.39499, -3.20057)
H (-1.43267, -1.47060, -2.82475)
O (-1.00049, -0.66739, -2.51785)
H (-2.37532, -2.20428, 1.89857)
H (-3.50067, -2.05999, 0.91873)
O (-2.53491, -2.05132, 0.95566)

For the relative energy (zero: lowest compared OMol25 entry of this formula, charge and spin), the calculation gives 8.1 kcal per mole. The spin multiplicity is 1. As for the charge: +1. The value obtained for the HOMO energy is -15.6 eV. The LUMO energy comes out at -2.83 eV. As for the frontier orbital gap: 12.74 eV.

(3)
The following is a quantum chemistry calculation of a cluster of 2 separate species, C6H16N2 in total at a distorted geometry, from the OMol25 dataset.

Geometry (Å):
N (0.02956, -0.92754, -1.15857)
C (0.15183, 0.31903, -0.43344)
C (0.68683, 0.42732, 0.94146)
N (0.21744, 1.80616, 1.43280)
C (-1.73644, -2.88418, -2.41126)
C (-0.55980, -2.72103, -3.37746)
C (0.88547, 2.09400, 2.68286)
C (0.55863, 3.49830, 3.12696)
H (-0.20047, -1.69161, -3.43896)
H (0.67628, -1.53474, -0.62358)
H (0.77972, 0.84425, -1.15810)
H (-0.86158, 0.82631, -0.43767)
H (0.14202, -0.33544, 1.59305)
H (1.77961, 0.15783, 0.95183)
H (-1.68328, -1.98377, -1.78878)
H (-2.72245, -2.92047, -2.80060)
H (-1.52315, -3.73992, -1.68891)
H (0.30842, -3.33361, -3.07499)
H (-0.85042, -3.04779, -4.38693)
H (0.42311, 1.52005, 3.52351)
H (1.98757, 1.97439, 2.77785)
H (0.94681, 3.62572, 4.12806)
H (1.08717, 4.25767, 2.48622)
H (-0.52287, 3.76905, 3.13464)

For the relative energy (zero: lowest compared OMol25 entry of this formula, charge and spin), the calculation gives 179.3 kcal per mole. The spin multiplicity is 1. The value obtained for the HOMO energy is -7.3 eV. The LUMO energy comes out at -3.14 eV. As for the frontier orbital gap: 4.20 eV.

(4)
The following is a quantum chemistry calculation of a structure of composition C36H52NP2Tl, from the OMol25 dataset.

Geometry (Å):
Tl (-0.00396, -0.70643, -1.77317)
C (-3.47951, -0.10896, 2.42903)
C (-3.64731, 0.90314, 1.29484)
C (-5.09134, 1.38244, 1.19845)
P (-2.86424, 0.27272, -0.29350)
C (-4.29892, -0.29390, -1.32136)
C (-3.87458, -0.46326, -2.77794)
C (-4.81042, -1.62360, -0.76401)
C (-2.40149, 1.86606, -1.06443)
C (-3.35575, 2.72048, -1.63047)
C (-3.04465, 3.98392, -2.09694)
C (-4.09352, 4.89022, -2.68215)
C (-1.71353, 4.39648, -1.98505)
C (-0.75257, 3.56858, -1.45202)
C (-1.05909, 2.27416, -0.98614)
N (-0.05739, 1.41605, -0.54272)
C (0.83034, 1.87205, 0.38876)
C (0.49073, 2.88340, 1.32336)
C (1.37428, 3.31223, 2.28758)
C (2.65838, 2.77669, 2.40246)
C (3.60853, 3.22864, 3.47896)
C (3.00710, 1.79333, 1.49348)
C (2.13790, 1.33070, 0.50256)
P (2.63577, 0.07413, -0.70719)
C (3.96794, -0.89444, 0.13415)
C (3.42748, -1.58222, 1.38224)
C (4.52093, -1.93456, -0.84330)
C (3.55706, 1.03989, -2.00330)
C (4.78638, 1.79010, -1.50074)
C (2.59151, 2.00447, -2.68967)
H (-3.81377, 0.31762, 3.37802)
H (-2.43378, -0.40072, 2.54514)
H (-4.06751, -1.01310, 2.25196)
H (-3.02052, 1.77007, 1.52730)
H (-5.77092, 0.56879, 0.93916)
H (-5.20923, 2.17581, 0.45984)
H (-5.41403, 1.78126, 2.16351)
H (-5.11119, 0.43671, -1.26902)
H (-3.06610, -1.19366, -2.86378)
H (-3.52155, 0.47151, -3.21293)
H (-4.71688, -0.82318, -3.37391)
H (-4.04690, -2.39862, -0.87076)
H (-5.69876, -1.95336, -1.30769)
H (-5.07232, -1.55915, 0.29318)
H (-4.38433, 2.38581, -1.71365)
H (-5.01109, 4.34152, -2.89501)
H (-3.75037, 5.34551, -3.61257)
H (-4.34340, 5.70243, -1.99557)
H (-1.42936, 5.38069, -2.34268)
H (0.27529, 3.90599, -1.39291)
H (-0.49808, 3.32206, 1.27395)
H (1.05857, 4.08518, 2.98136)
H (3.51197, 4.29910, 3.66648)
H (4.64313, 3.03068, 3.19559)
H (3.42274, 2.71426, 4.42540)
H (4.00584, 1.37363, 1.55894)
H (4.77446, -0.21597, 0.42186)
H (2.64296, -2.28736, 1.10719)
H (3.02662, -0.86886, 2.10316)
H (4.22272, -2.15349, 1.86805)
H (3.72610, -2.61574, -1.15987)
H (5.30003, -2.53096, -0.36340)
H (4.95139, -1.47866, -1.73572)
H (3.86769, 0.28715, -2.73649)
H (4.50648, 2.52431, -0.74245)
H (5.25350, 2.32795, -2.32954)
H (5.54004, 1.12641, -1.07575)
H (2.21670, 2.73911, -1.97448)
H (1.72955, 1.49295, -3.12138)
H (3.10646, 2.54088, -3.48957)
C (-1.46327, -3.14168, 0.89870)
C (0.08603, -2.94821, 1.30970)
C (0.17059, -2.91802, 2.83408)
C (0.05314, -1.67712, 0.62939)
C (0.89620, -4.05183, 0.64431)
C (1.65404, -4.94486, 1.39478)
C (2.42750, -5.91928, 0.77504)
C (2.45264, -6.01796, -0.60548)
C (1.69365, -5.13630, -1.36367)
C (0.92569, -4.16492, -0.74398)
H (-2.10554, -2.33593, 1.24704)
H (-1.71525, -4.05827, 1.43290)
H (-1.59410, -3.29053, -0.16821)
H (-0.50370, -2.15305, 3.21971)
H (1.18333, -2.66701, 3.15207)
H (-0.10536, -3.87438, 3.27957)
H (-0.29608, -0.89320, 1.31628)
H (1.66619, -4.88113, 2.47346)
H (3.01443, -6.59821, 1.38014)
H (3.05760, -6.77360, -1.08917)
H (1.70250, -5.20110, -2.44419)
H (0.35159, -3.48047, -1.35522)

For the relative energy (zero: lowest compared OMol25 entry of this formula, charge and spin), the calculation gives 4.8 kcal per mole. The spin multiplicity is 1. The value obtained for the HOMO energy is -6.2 eV. The LUMO energy comes out at -0.21 eV. As for the frontier orbital gap: 6.03 eV.

Which value of HOMO energy does entry 2 give?
-15.6 eV

What is the formula in the fourth record?
C36H52NP2Tl